1.
{
  "formula": "C25H26N2O4",
  "method": "ωB97M-V with the def2-TZVPD basis set",
  "symbols": ["O", "C", "O", "C", "H", "C", "O", "C", "C", "C", "C", "C", "C", "H", "H", "C", "C", "C", "C", "C", "C", "H", "H", "H", "H", "H", "H", "H", "H", "H", "H", "H", "H", "H", "H", "C", "H", "H", "C", "C", "N", "C", "C", "C", "C", "C", "C", "C", "O", "N", "H", "H", "H", "H", "H", "H", "H"],
  "coordinates": [[1.221709, -1.218774, 3.855420], [2.266541, -1.159480, 3.110797], [2.875353, -2.352532, 2.662825], [2.246140, -3.528976, 3.240661], [2.891534, -4.233507, 2.851866], [0.726269, -3.615795, 2.989075], [-0.170812, -4.202035, 3.773283], [0.536269, -2.931641, 1.578536], [-0.635025, -2.196784, 1.533569], [-1.087857, -1.447794, 0.383989], [-0.277465, -1.802675, -0.872706], [0.983491, -2.527937, -0.726917], [1.296686, -2.885152, 0.565640], [2.066038, -3.728458, 0.419791], [1.570004, -2.518274, -1.592880], [-0.713457, -1.011220, -1.976680], [0.424766, 0.141920, -2.368385], [0.150803, 0.625146, -3.763552], [-1.106787, 1.379667, -4.007313], [-2.335110, 0.308929, -3.435316], [-1.857788, -0.195514, -2.058313], [-2.015050, 0.417278, -1.296706], [-2.809287, -0.979679, -1.866083], [-3.330363, 0.790613, -3.383633], [-2.083422, -0.439030, -4.364210], [-1.354012, 1.816748, -4.910365], [-1.111366, 2.320151, -3.006169], [1.035895, 1.265902, -4.252565], [0.129492, -0.212888, -4.500265], [0.495988, 0.841379, -1.706129], [1.502069, -0.546901, -2.608960], [-0.550185, -1.691292, -2.831181], [-1.997814, -0.914294, 0.328151], [-1.342827, -2.007593, 2.522553], [2.325137, -3.683898, 4.415606], [2.993632, -0.178739, 2.474191], [4.236199, -0.227055, 2.465977], [2.677412, 0.672957, 3.382871], [2.452284, 0.264980, 1.248392], [1.124218, 0.875582, 1.261800], [0.809640, 1.967845, 0.350775], [-0.371269, 2.344743, 0.291543], [-0.387495, 3.440469, -0.733982], [-1.624497, 4.168935, -0.845636], [-2.556481, 3.758217, -0.113605], [-2.554793, 3.101231, 0.859985], [-1.351999, 2.420933, 1.125522], [-1.162636, 1.536836, 2.216233], [-1.793083, 1.041182, 2.911521], [0.223254, 0.662620, 2.247549], [0.424046, 0.149957, 2.895483], [-3.256751, 2.731247, 1.548448], [-3.596183, 4.459095, -0.443148], [-1.872684, 4.892078, -1.748705], [0.273084, 3.767637, -1.496435], [2.971480, 0.824833, 0.675002], [2.377064, -0.551190, 0.722786]],
  "forces_ev_per_angstrom": [[4.8, 0.7, -2.8], [-3.3, -7.1, 2.8], [-2.1, 0.6, 2.8], [-0.9, 0.6, 4.0], [0.5, -2.3, -1.1], [-2.3, -2.4, 0.8], [5.3, 3.6, -4.7], [-6.5, 0.0, 7.4], [-4.7, 3.3, 1.0], [4.7, -5.1, -0.9], [-0.6, 1.6, 5.9], [-5.1, 3.6, 0.5], [6.2, -5.1, -6.8], [-0.1, 1.6, 1.2], [1.2, -0.7, -0.8], [5.8, 0.7, -4.2], [2.2, -8.2, -5.4], [2.0, 1.3, -3.6], [-2.7, 0.9, 7.9], [4.2, 1.3, -3.0], [-7.3, -5.2, -3.1], [-0.2, 3.4, 3.1], [1.8, 1.6, 0.0], [0.6, -0.6, -0.4], [-1.7, 0.9, 2.6], [-0.1, 0.7, -1.9], [-0.1, -2.4, -3.4], [-1.5, -1.2, 1.5], [0.1, 0.0, 0.7], [0.8, 4.0, 4.2], [-2.7, 2.3, 1.5], [-0.8, 0.4, -0.3], [-0.6, 0.5, 0.1], [2.2, -0.9, -2.4], [0.3, 1.0, -2.2], [4.4, 7.1, 5.6], [-3.7, -0.5, 0.2], [1.6, -1.3, -2.5], [-4.1, 0.6, 2.1], [-3.5, 4.8, 0.0], [9.0, -8.8, 2.9], [0.5, 7.6, -6.1], [-5.1, 1.6, -0.4], [9.4, 1.3, -7.5], [-12.6, 10.5, -8.0], [1.4, -9.9, 12.4], [-2.1, -1.4, 3.4], [10.5, 3.0, -9.2], [-12.6, -6.4, 12.5], [-1.1, 10.3, -13.0], [1.9, -7.4, 9.6], [-1.8, 0.5, 0.5], [2.2, -2.4, 1.3], [1.1, -1.4, 2.1], [1.6, -0.7, 0.0], [4.2, 4.2, -3.4], [-0.7, -4.7, -3.5]],
  "nbo_charge": [-0.60, 0.80, -0.51, -0.21, 0.23, 0.60, -0.53, -0.26, -0.12, -0.25, 0.08, -0.26, -0.14, 0.21, 0.22, -0.30, -0.31, -0.45, -0.35, -0.39, -0.40, 0.21, 0.18, 0.22, 0.20, 0.21, 0.15, 0.21, 0.19, 0.21, 0.18, 0.22, 0.22, 0.24, 0.23, -0.48, 0.29, 0.23, -0.51, 0.54, -0.56, 0.18, -0.16, -0.20, -0.20, -0.18, -0.28, 0.76, -0.49, -0.60, 0.37, 0.23, 0.17, 0.22, 0.22, 0.26, 0.25],
  "spin_multiplicity": 1,
  "lumo_energy_ha": -0.0012,
  "e_tot_ha": -1378.063968,
  "total_charge": 0,
  "largest_force_ev_per_a": 18.91
}

2.
{
  "formula": "C24H34GaNO4P2",
  "method": "ωB97M-V with the def2-TZVPD basis set",
  "symbols": ["C", "C", "N", "C", "C", "C", "C", "P", "Ga", "P", "C", "C", "C", "C", "C", "C", "C", "O", "O", "H", "H", "H", "C", "C", "H", "H", "H", "H", "C", "C", "H", "H", "H", "H", "H", "H", "H", "H", "H", "H", "H", "H", "H", "H", "H", "H", "H", "H", "H", "H", "H", "H", "O", "C", "O", "C", "C", "C", "C", "C", "C", "H", "H", "H", "H", "H"],
  "coordinates": [[-3.070763, 2.161673, -2.365956], [-1.808562, 1.716959, -1.847774], [-1.930068, 0.706097, -0.932937], [-3.049275, 0.221970, -0.419539], [-4.233568, 0.492047, -1.103533], [-4.260614, 1.511474, -2.055301], [-0.532537, 2.197250, -2.249106], [0.955914, 1.471322, -1.649448], [0.044504, 0.277620, 0.202740], [-1.620936, -0.517277, 1.867799], [-2.992222, -0.769178, 0.735837], [1.672230, 0.295439, 1.369736], [2.856773, -0.230692, 0.869064], [4.005971, -0.364038, 1.660240], [4.036492, 0.092411, 2.971535], [2.877299, 0.712354, 3.438526], [1.726879, 0.852052, 2.644667], [-1.061980, 6.566748, -0.905155], [1.759373, 5.134059, 2.796346], [-3.069470, 2.988542, -3.061565], [-5.101861, -0.093170, -0.851419], [-5.212329, 1.755441, -2.566680], [1.581335, 0.479355, -3.008914], [2.245007, 2.747809, -1.350396], [-3.939018, -0.801099, 1.284954], [-2.861858, -1.735606, 0.245602], [-0.777184, 5.744419, -1.333060], [-0.567782, 2.830810, -3.118819], [-1.106625, -2.113775, 2.514068], [-2.355473, 0.432094, 3.232174], [2.948557, -0.506476, -0.175031], [4.909623, -0.775453, 1.226594], [4.939735, -0.003769, 3.587451], [2.886734, 1.107919, 4.445800], [0.918919, 1.484908, 3.001379], [-1.244431, 1.546379, 1.034042], [2.406614, 4.639944, 2.208584], [1.018263, 5.383676, 2.225165], [-1.451607, 6.275790, -0.055603], [-0.927281, 1.793674, 1.757633], [1.832683, 1.134163, -3.842003], [2.465344, -0.112127, -2.791365], [0.808765, -0.211275, -3.336405], [2.418577, 3.398088, -2.229937], [1.952394, 3.396165, -0.508785], [3.230899, 2.312828, -1.097369], [-3.179390, -0.149876, 3.664701], [-1.645004, 0.667965, 4.034065], [-2.770583, 1.386041, 2.891491], [-1.918229, -2.623422, 3.045081], [-0.765253, -2.774035, 1.712906], [-0.263519, -2.010391, 3.203958], [-1.034229, -1.592230, -2.175102], [-0.213285, -2.116291, -1.427376], [0.378528, -1.487129, -0.429032], [0.248524, -3.510885, -1.524165], [1.218448, -3.912754, -0.597123], [1.668047, -5.224675, -0.618303], [1.112941, -6.088986, -1.574807], [0.115887, -5.690620, -2.496506], [-0.337453, -4.370826, -2.464970], [1.602998, -3.190880, 0.118661], [2.427247, -5.518245, 0.111798], [1.461112, -7.118599, -1.599201], [-0.323570, -6.373914, -3.233076], [-1.106658, -3.927795, -3.106836]],
  "forces_ev_per_angstrom": [[-0.4, 0.0, -0.3], [-0.4, -0.5, 0.0], [2.4, 0.7, 2.4], [-1.0, 0.3, -1.6], [-0.1, -0.5, 1.2], [0.9, 0.3, -0.6], [-0.6, -0.1, 0.5], [-1.3, 0.9, -0.5], [0.6, -1.1, -0.8], [0.7, -0.6, -0.3], [-0.7, -0.3, -0.6], [-0.3, 0.9, 0.3], [0.7, -0.2, 0.3], [0.1, 0.2, -0.3], [-0.6, 0.0, -0.2], [0.0, 0.2, 0.3], [0.9, -0.3, 0.3], [-0.2, -0.5, 0.6], [1.0, -0.9, -1.1], [0.0, 0.1, -0.1], [-0.4, 0.2, 0.1], [0.8, 0.0, 0.4], [0.6, -0.4, -0.5], [0.5, 0.3, 0.0], [0.0, 0.0, -0.3], [0.1, -0.3, 0.2], [-0.1, 0.2, 0.1], [0.3, 0.3, -0.2], [-0.4, -0.8, 0.6], [-0.3, 0.0, 0.5], [-0.2, -0.3, -0.1], [0.0, -0.1, -0.1], [-0.5, 0.1, -0.2], [-0.1, 0.2, 0.0], [-0.2, -0.3, 0.3], [0.6, 2.1, 2.0], [-1.3, 0.9, 1.0], [0.4, -0.1, 0.1], [0.3, 0.2, -0.8], [-0.7, 0.3, -2.1], [-0.1, 0.1, -0.1], [0.2, 0.0, 0.3], [-0.2, 0.1, 0.1], [-0.3, -0.4, 0.3], [0.0, -0.3, -0.3], [-0.6, -0.1, -0.1], [0.2, 0.1, 0.0], [0.0, -0.2, -0.2], [0.1, -0.2, -0.2], [0.1, 0.0, 0.0], [-0.1, 0.3, -0.1], [-0.1, 0.2, -0.1], [0.5, -0.7, 0.2], [-0.3, 1.5, 0.2], [-0.6, -0.1, -0.4], [-0.1, -0.5, 0.1], [-0.1, -0.4, -0.4], [-0.4, 0.1, -0.5], [-0.1, -0.3, -0.2], [0.1, 0.3, 0.3], [0.7, 0.2, 0.6], [-0.1, -0.2, -0.2], [-0.3, -0.3, -0.4], [-0.1, 0.1, -0.1], [0.4, 0.1, 0.5], [0.3, -0.5, 0.1]],
  "nbo_charge": [-0.28, 0.24, -0.58, 0.27, -0.33, -0.15, -0.85, 0.94, 1.32, 0.95, -0.79, -0.53, -0.23, -0.20, -0.23, -0.23, -0.19, -0.94, -0.94, 0.21, 0.21, 0.22, -0.96, -0.94, 0.25, 0.28, 0.48, 0.23, -0.96, -0.96, 0.21, 0.21, 0.22, 0.21, 0.19, -0.01, 0.48, 0.47, 0.47, 0.06, 0.23, 0.23, 0.27, 0.24, 0.24, 0.25, 0.24, 0.26, 0.25, 0.23, 0.27, 0.26, -0.64, 0.78, -0.88, -0.18, -0.17, -0.23, -0.20, -0.23, -0.16, 0.24, 0.22, 0.21, 0.22, 0.24],
  "spin_multiplicity": 1,
  "lumo_energy_ha": 0.0073,
  "e_tot_ha": -3898.096026,
  "total_charge": 0,
  "largest_force_ev_per_a": 3.52
}

3.
{
  "formula": "C10H11ClN2",
  "method": "ωB97M-V with the def2-TZVPD basis set",
  "symbols": ["C", "C", "C", "C", "C", "C", "C", "C", "C", "C", "N", "N", "Cl", "H", "H", "H", "H", "H", "H", "H", "H", "H", "H", "H"],
  "coordinates": [[-2.418226, -1.741520, 2.067891], [-1.067543, -1.417590, 1.828638], [-3.095572, -1.582286, 0.888596], [-0.980821, -1.074768, 0.506408], [1.781754, 1.248919, -0.884847], [0.404066, 0.233210, -2.606916], [1.033919, 0.642780, 0.033639], [1.754121, 0.800348, -2.316060], [0.230579, -0.526038, -0.444035], [0.997048, 1.034428, 1.471760], [-0.312921, -0.352764, -1.751958], [-2.210728, -1.172204, -0.051889], [1.399287, -1.948201, -0.523448], [-2.836558, -2.049971, 3.005616], [-0.273249, -1.453303, 2.546317], [-4.133131, -1.722319, 0.657540], [2.421675, 2.079633, -0.634900], [-0.011413, 0.334898, -3.602478], [2.000598, 1.611275, -3.002651], [2.491020, -0.000625, -2.459252], [-0.026513, 1.217164, 1.790626], [1.592535, 1.929581, 1.630494], [1.401545, 0.231128, 2.085065], [-2.374755, -0.990538, -1.028390]],
  "forces_ev_per_angstrom": [[-0.2, -0.1, 0.1], [0.1, 0.0, -0.1], [-0.4, -0.1, 0.2], [2.4, 1.6, -1.6], [-0.1, -0.1, 0.0], [0.1, 0.1, -0.3], [0.2, 0.4, 0.0], [-0.1, 0.1, 0.2], [-1.8, -1.7, 1.9], [0.1, 0.0, -0.1], [-0.5, -0.2, -0.4], [0.1, 0.1, -0.2], [0.1, -0.1, 0.0], [-0.1, -0.1, 0.1], [0.2, 0.0, 0.1], [-0.1, 0.0, -0.1], [0.1, 0.1, 0.2], [0.0, 0.0, -0.2], [0.0, -0.1, 0.0], [0.0, 0.0, -0.1], [0.0, 0.0, 0.1], [0.0, 0.1, 0.0], [0.0, 0.0, 0.1], [0.0, 0.0, 0.0]],
  "nbo_charge": [-0.30, -0.30, -0.07, 0.12, -0.16, 0.20, -0.03, -0.54, 0.12, -0.63, -0.46, -0.50, -0.09, 0.22, 0.22, 0.21, 0.21, 0.19, 0.23, 0.26, 0.23, 0.22, 0.22, 0.44],
  "smiles": "CC1=CCC=N[C@]1(Cl)c1ccc[nH]1",
  "spin_multiplicity": 1,
  "lumo_energy_ha": 0.0208,
  "e_tot_ha": -957.328192,
  "total_charge": 0,
  "largest_force_ev_per_a": 3.31
}